{"formula": "C10H6NO6", "method": "ωB97M-V with the def2-TZVPD basis set", "orbital_gap_ev": 5.22, "energy_ev": -24241.04562, "homo_energy_ev": -3.8, "relative_energy_kcal_mol": 0.0, "charge": -1, "symbols": ["C", "C", "C", "O", "O", "C", "O", "H", "H", "O", "N", "O", "C", "C", "C", "C", "C", "O", "C", "H", "H", "H", "H"], "xyz": [[-2.496686, 0.585998, -0.917833], [-2.159162, 1.787590, -0.417539], [-2.148159, 1.716829, 1.047574], [-1.912934, 2.530987, 1.909938], [-2.499177, 0.390218, 1.363953], [-2.753532, -0.345102, 0.188440], [-3.110282, -1.497834, 0.231474], [-2.586083, 0.276095, -1.945025], [-1.911389, 2.694834, -0.945577], [-1.483648, 0.478700, -7.023105], [-0.405024, 1.108023, -6.975960], [0.047258, 1.748434, -7.947731], [0.348244, 1.093368, -5.744981], [1.559464, 1.812564, -5.679046], [2.287121, 1.797820, -4.476940], [1.832884, 1.099439, -3.374739], [0.559342, 0.355323, -3.386664], [0.101802, -0.238521, -2.385324], [-0.139406, 0.377573, -4.664230], [1.901021, 2.357029, -6.558120], [3.226120, 2.352753, -4.427220], [2.392269, 1.086188, -2.441324], [-1.074722, -0.165811, -4.761038]], "forces_ev_per_angstrom": [[0.2151, 0.9594, -0.3672], [-0.1975, -0.5275, -0.7811], [-0.0282, -0.4270, 1.2672], [-0.3411, -1.0926, -1.3360], [-0.0836, 0.0329, 0.2484], [-0.0450, -0.8122, 1.2106], [0.4940, 1.8302, -0.1769], [0.1603, 0.0649, -0.0754], [0.0285, -0.0944, -0.0813], [1.6760, 1.0514, -0.0940], [-1.1052, -0.0638, -1.6686], [-0.7882, -0.9811, 1.3500], [1.1778, 0.2531, 1.1759], [-0.1599, 0.0571, -0.3900], [-0.4648, -0.1751, -0.3735], [-0.9344, -0.4872, -0.0307], [0.6792, 0.7581, -0.9201], [-0.2222, -0.1766, 0.4423], [0.1064, 0.0497, 0.3023], [-0.0685, -0.1598, 0.3297], [-0.2144, -0.1432, 0.0028], [-0.0689, 0.0149, -0.1315], [0.1845, 0.0688, 0.0969]]}

{"formula": "C4H7Cl", "method": "ωB97M-V with the def2-TZVPD basis set", "orbital_gap_ev": 10.24, "energy_ev": -16780.73489, "homo_energy_ev": -9.3, "relative_energy_kcal_mol": 60.8, "symbols": ["C", "C", "C", "C", "Cl", "H", "H", "H", "H", "H", "H", "H"], "xyz": [[-1.064670, -1.108201, -0.514228], [-0.113235, -0.225718, -0.317183], [-0.121123, 1.151857, -0.419027], [1.721186, -0.813542, 0.480090], [2.908947, 0.307291, -0.152275], [-1.069888, -2.053142, -0.116425], [-1.964618, -0.532710, -0.749169], [-0.645994, 1.584927, 0.423586], [0.907323, 1.476602, -0.463141], [-0.670039, 1.604693, -1.280503], [1.383386, -0.819628, 1.503435], [1.901827, -1.745640, -0.004297]], "forces_ev_per_angstrom": [[-0.2544, 3.0183, 0.0430], [3.4743, -4.5868, 1.5654], [-0.4376, 3.7737, -1.1562], [-3.9701, 1.1493, -2.5103], [0.0364, -0.0476, 0.7723], [-0.0498, -2.3019, 0.2847], [-0.4173, -0.9731, -0.3175], [0.2501, 0.2334, 0.5674], [0.0996, 0.8221, 0.0167], [0.4311, -0.6603, 0.2203], [0.8867, 0.2594, 0.3485], [-0.0491, -0.6863, 0.1655]]}

{"formula": "C13H32BrCl4HfN4O23", "method": "ωB97M-V with the def2-TZVPD basis set", "orbital_gap_ev": 7.34, "energy_ev": -188454.02197, "homo_energy_ev": -6.3, "charge": -1, "symbols": ["C", "C", "C", "N", "C", "C", "C", "C", "C", "H", "H", "H", "H", "H", "H", "H", "H", "H", "H", "H", "H", "H", "H", "H", "H", "H", "H", "Hf", "Cl", "O", "O", "O", "O", "Cl", "O", "O", "O", "O", "Cl", "O", "O", "O", "O", "Cl", "O", "O", "O", "O", "C", "C", "O", "H", "H", "H", "H", "H", "Br", "C", "N", "O", "O", "H", "H", "H", "C", "N", "O", "O", "H", "H", "H", "C", "N", "O", "O", "H", "H", "H"], "xyz": [[-12.195040, -19.813380, 7.302520], [-12.077180, -19.085570, 8.672510], [-11.488840, -17.604140, 8.609310], [-11.335500, -16.787290, 9.938540], [-10.349280, -17.588730, 10.855730], [-11.119260, -15.295870, 9.710560], [-11.721120, -14.643870, 10.903200], [-12.725270, -15.607490, 11.530570], [-12.745180, -16.777670, 10.627760], [-12.661070, -20.795600, 7.381060], [-11.260810, -19.777740, 6.742130], [-12.824230, -19.217500, 6.641350], [-11.550050, -19.796760, 9.308470], [-13.021680, -19.007830, 9.211010], [-12.147590, -17.043860, 7.945800], [-10.512250, -17.600810, 8.125200], [-10.275570, -16.847760, 11.651740], [-9.415490, -17.698840, 10.304360], [-10.895220, -18.494360, 11.120070], [-10.064470, -15.101910, 9.515840], [-11.773930, -15.003250, 8.889660], [-11.002890, -14.287810, 11.641760], [-12.300700, -13.768620, 10.609740], [-12.424690, -15.814000, 12.557750], [-13.714820, -15.156970, 11.607480], [-13.049150, -17.777320, 10.938230], [-13.467210, -16.615610, 9.827440], [-7.178890, -11.784010, 8.098750], [-4.216560, -12.447150, 10.773340], [-3.315530, -11.442800, 11.257170], [-5.206530, -11.918160, 9.849040], [-3.402900, -13.366170, 10.100610], [-4.955380, -13.109820, 11.800350], [-6.858740, -15.911220, 8.481320], [-6.984330, -14.464900, 8.574820], [-5.781060, -16.195560, 7.613330], [-6.660100, -16.468710, 9.798330], [-8.073990, -16.391260, 7.897620], [-8.140740, -8.367520, 9.544050], [-7.736390, -9.734570, 9.564690], [-8.816630, -8.124430, 10.808610], [-7.031680, -7.551850, 9.292780], [-9.045670, -8.429450, 8.460040], [-3.952320, -12.585270, 5.647880], [-4.169080, -13.733900, 4.845110], [-3.875220, -11.490720, 4.706840], [-5.045930, -12.470550, 6.633960], [-2.738330, -12.663940, 6.449800], [-8.820950, -9.285280, 4.435850], [-7.592410, -9.277500, 5.302880], [-7.457400, -10.435390, 6.132990], [-9.625540, -9.650770, 5.073930], [-8.785200, -9.952030, 3.574310], [-8.987370, -8.261700, 4.100140], [-7.711850, -8.481050, 6.037380], [-6.695290, -9.077540, 4.716970], [-9.962150, -12.172860, 8.151250], [-7.283250, -15.126260, 4.502830], [-7.976350, -13.892900, 4.921920], [-8.910920, -13.521770, 4.257550], [-7.700580, -13.371200, 6.033520], [-6.947340, -14.860140, 3.500610], [-7.946300, -15.984600, 4.394650], [-6.556660, -15.385100, 5.273000], [-3.980760, -8.254690, 6.452660], [-4.000060, -9.366020, 7.447220], [-5.173360, -9.730140, 7.830470], [-2.930940, -9.849850, 7.827630], [-2.975960, -8.050270, 6.082950], [-4.370640, -7.334980, 6.888820], [-4.588000, -8.589970, 5.611860], [-8.391820, -12.347800, 12.789310], [-8.140190, -13.146090, 11.560180], [-7.868110, -12.516770, 10.485870], [-8.229440, -14.361590, 11.592790], [-9.250880, -11.683440, 12.695800], [-7.438090, -11.850390, 12.965630], [-8.527570, -13.012810, 13.642210]], "forces_ev_per_angstrom": [[-0.4313, 1.9144, -0.0957], [0.3116, 0.3384, 0.6810], [0.2645, -0.6410, -0.2058], [-2.0911, -2.8665, -0.8609], [-1.2497, 2.5054, -0.9623], [0.3784, -0.8784, -0.3710], [-0.4344, 1.4944, 1.1882], [-0.0838, 0.3384, 1.3377], [0.4167, -0.8556, -1.6727], [0.4320, 0.0217, 0.1153], [0.2836, -0.6346, 0.4275], [-0.4482, -0.0042, 0.0148], [0.7344, 0.4578, 0.1817], [-0.4738, -0.1060, -0.5463], [-0.0916, 0.2300, 0.2350], [0.1852, 0.0574, 0.2149], [0.6270, -0.7132, 0.5494], [-0.0109, -0.1282, 0.2078], [0.4875, 0.1130, 0.0681], [-0.1122, 0.0739, -0.1585], [0.5550, -0.4238, -0.5090], [0.1243, -0.1901, -0.1032], [0.4584, 0.1853, -0.2556], [0.0016, -0.3916, -0.0369], [0.0054, -0.0828, -0.0772], [0.6295, 0.1212, 0.7349], [0.2033, 0.3914, -0.3507], [0.0018, 2.5488, -3.0068], [1.6962, -0.8420, 0.2179], [-1.4017, 0.9612, 0.4858], [-1.8288, 1.4143, -1.7721], [0.4076, -1.6218, -1.2545], [-0.5876, 0.2378, 1.1606], [0.7395, 0.6262, 0.4648], [-0.1976, 1.5676, 0.4969], [0.7481, -0.5037, -0.3613], [-0.3567, 0.2263, -0.6560], [-1.4675, -0.7352, -0.0971], [-2.7859, -0.4431, -0.0590], [2.9818, -5.4563, 0.7095], [0.9498, 0.4883, -0.9167], [0.9600, 1.3702, 0.3149], [-1.5727, 2.1549, -1.1862], [1.9001, 0.4170, 0.9028], [-0.4075, -1.5076, 0.0226], [-0.5228, 0.8076, 1.0424], [-1.1880, 0.5614, 0.2264], [-1.1259, -0.0159, -1.1776], [-0.2315, -0.5233, 0.1863], [0.1725, -0.3471, 1.9571], [0.4488, -2.7631, 2.7270], [-0.3043, 0.3166, -0.1042], [0.2825, -0.0262, -0.0373], [-0.2790, -0.0076, -0.0624], [0.0745, 0.5581, -0.2183], [0.3094, -0.3048, -0.0239], [1.7880, 0.1301, 0.0590], [0.7035, -0.0792, -0.0325], [-1.4505, 0.7135, 2.9533], [0.3182, 0.1702, -0.4184], [0.2386, -1.0749, -1.7019], [0.6716, -0.2917, 0.2591], [-0.6047, 0.5347, 0.2050], [0.3920, 0.3497, -0.4594], [0.0687, 0.0861, -0.5322], [-0.7105, -1.6810, 1.5915], [3.0510, 0.9991, -0.9873], [-2.5605, 1.0062, -0.7351], [0.0538, -0.4603, 0.4016], [-0.2829, -0.3749, 0.2142], [-0.1315, 0.0567, 0.2340], [0.8328, -0.1429, 0.5558], [0.2451, -0.2431, -3.2550], [-0.6044, -0.7689, 2.7678], [-0.0964, 1.3393, 0.2734], [0.3576, 0.0476, -0.5059], [-0.2292, 0.5035, -0.1830], [-0.1369, -0.3050, -0.4364]]}

Number 1: LUMO level 1.454 eV. Number 2: LUMO level 0.974 eV. Number 3: LUMO level 1.002 eV.